Entry from the OMol25 dataset: a 3-piece molecular cluster, C31H41ClF2N3OS2 overall (ωB97M-V/def2-TZVPD).

Each line ends with the Mulliken spin population.
Cartesian coordinates (Å):
C (-2.194, -3.338, -1.375)  0.00
C (-2.121, -2.191, -2.428)  0.00
C (-3.227, -1.169, -2.103)  0.01
Cl (-2.710, -0.332, -0.581)  0.00
C (-3.693, -0.209, -3.260)  -0.06
C (-2.926, -0.413, -4.593)  0.01
C (-1.560, 0.290, -4.770)  0.00
C (-0.633, 0.454, -3.555)  0.00
S (0.902, -0.555, -3.686)  0.00
C (2.128, 0.723, -3.947)  0.00
S (2.229, 1.467, -5.384)  0.00
N (2.970, 1.074, -2.892)  0.00
C (2.875, 0.533, -1.618)  0.00
C (3.879, 1.178, -0.912)  0.00
N (4.495, 2.068, -1.763)  0.00
C (3.963, 1.995, -2.903)  0.00
C (-5.154, -0.667, -3.588)  0.06
C (-6.274, -0.055, -2.725)  0.00
C (-7.609, -0.429, -3.442)  0.00
C (-6.420, -0.643, -1.315)  0.02
N (-6.201, 1.428, -2.762)  0.36
O (-6.600, 1.885, -3.898)  0.56
C (-4.908, 1.985, -2.318)  0.02
C (-4.836, 2.155, -0.788)  0.02
C (-4.888, 3.459, -2.818)  -0.01
C (-3.668, 1.316, -2.962)  0.03
H (-1.758, -3.036, -0.429)  0.00
H (-1.649, -4.183, -1.797)  0.00
H (-3.218, -3.695, -1.259)  0.00
H (-1.119, -1.790, -2.301)  0.00
H (-2.261, -2.691, -3.383)  0.00
H (-4.066, -1.779, -1.795)  0.00
H (-3.573, 0.027, -5.354)  0.00
H (-2.876, -1.464, -4.877)  0.00
H (-1.010, -0.237, -5.548)  0.00
H (-1.737, 1.280, -5.188)  0.00
H (-0.275, 1.482, -3.536)  0.00
H (-1.071, 0.270, -2.581)  0.00
H (2.186, -0.206, -1.262)  0.00
H (4.092, 0.959, 0.119)  0.00
H (4.254, 2.596, -3.742)  0.00
H (-5.239, -1.752, -3.481)  0.00
H (-5.419, -0.455, -4.623)  0.02
H (-7.900, -1.425, -3.105)  0.00
H (-7.519, -0.418, -4.522)  0.00
H (-8.390, 0.251, -3.109)  0.00
H (-6.811, -1.657, -1.372)  0.00
H (-7.155, -0.045, -0.775)  -0.02
H (-5.498, -0.667, -0.737)  0.00
H (-5.604, 2.874, -0.501)  -0.01
H (-3.885, 2.625, -0.546)  0.00
H (-4.937, 1.227, -0.239)  0.00
H (-5.826, 3.946, -2.566)  0.00
H (-4.050, 3.946, -2.317)  0.00
H (-4.708, 3.529, -3.887)  0.00
H (-2.791, 1.625, -2.398)  0.00
H (-3.558, 1.810, -3.928)  0.00
F (3.334, -1.813, 1.388)  0.00
C (4.012, -1.545, 2.521)  0.00
C (5.337, -1.921, 2.614)  0.00
C (6.039, -1.636, 3.776)  0.00
C (5.409, -0.989, 4.831)  0.00
C (4.076, -0.622, 4.721)  0.00
C (3.370, -0.896, 3.558)  0.00
H (5.809, -2.431, 1.784)  0.00
H (7.080, -1.919, 3.858)  0.00
H (5.954, -0.770, 5.735)  0.00
H (3.582, -0.122, 5.544)  0.00
H (2.332, -0.611, 3.451)  0.00
F (6.016, 0.361, 7.700)  0.00
C (7.145, 0.193, 8.420)  0.00
C (7.183, 0.648, 9.722)  0.00
C (8.343, 0.470, 10.462)  0.00
C (9.446, -0.148, 9.890)  0.00
C (9.390, -0.595, 8.577)  0.00
C (8.230, -0.430, 7.835)  0.00
H (6.314, 1.134, 10.146)  0.00
H (8.385, 0.816, 11.486)  0.00
H (10.351, -0.281, 10.469)  0.00
H (10.250, -1.074, 8.129)  0.00
H (8.164, -0.778, 6.812)  0.00

Values from the calculation:
Largest force on an atom ... 3.458 eV Å⁻¹
Lowest unoccupied orbital energy (spin up / spin down) ... -0.7884 / -0.7895 eV
Multiplicity ... 2
E_HOMO (spin up / spin down) ... -8.6 / -8.7 eV
Total charge ... 0


Entry from the OMol25 dataset: C21H56AsF6O22S7V as an isolated structure (ωB97M-V/def2-TZVPD).

Each line ends with the Mulliken spin population.
Cartesian coordinates (Å):
O (-0.852, 1.179, -0.921)  -0.44
V (-0.138, 0.122, 0.041)  1.37
As (0.859, 3.078, -4.312)  0.00
F (2.517, 2.458, -4.476)  0.00
F (0.621, 1.858, -3.100)  0.00
F (-0.755, 3.661, -4.037)  0.00
F (1.098, 4.260, -5.579)  0.00
F (0.342, 1.933, -5.556)  0.00
F (1.504, 4.187, -3.129)  0.00
O (-2.106, 2.215, 3.423)  0.00
S (-2.364, 0.975, 2.760)  0.00
O (-1.631, 0.536, 1.589)  0.03
O (-2.201, -0.246, 3.806)  0.00
C (-2.614, -0.080, 5.186)  0.00
C (-3.482, -1.282, 5.548)  0.00
C (-4.110, 0.878, 2.316)  0.00
H (-3.145, 0.854, 5.370)  0.00
H (-1.663, -0.063, 5.716)  0.00
H (-2.991, -2.179, 5.173)  0.00
H (-4.490, -1.200, 5.144)  0.00
H (-3.581, -1.340, 6.632)  0.00
H (-4.218, 0.143, 1.517)  0.00
H (-4.433, 1.798, 1.828)  0.00
H (-4.663, 0.675, 3.227)  0.00
O (-0.736, -1.914, 0.634)  0.01
S (-1.563, -2.817, 1.404)  -0.01
O (-1.347, -2.940, 2.807)  0.00
O (-3.080, -2.412, 1.143)  0.00
C (-4.126, -2.893, 2.029)  0.00
C (-5.421, -2.807, 1.251)  0.00
C (-1.571, -4.481, 0.686)  0.00
H (-4.273, -2.332, 2.952)  0.00
H (-3.837, -3.923, 2.240)  0.00
H (-5.734, -1.783, 1.041)  0.00
H (-6.169, -3.380, 1.795)  0.00
H (-5.259, -3.186, 0.239)  0.00
H (-1.837, -5.096, 1.540)  0.00
H (-0.567, -4.731, 0.351)  0.00
H (-2.264, -4.421, -0.147)  0.00
O (1.918, 0.772, -0.415)  0.04
S (3.226, 0.864, -1.031)  0.00
O (4.358, 0.195, -0.448)  0.00
O (3.035, 0.203, -2.506)  0.00
C (4.185, 0.242, -3.359)  0.00
C (4.626, -1.195, -3.623)  0.00
C (3.670, 2.582, -1.428)  0.00
H (5.035, 0.822, -2.997)  0.00
H (3.847, 0.687, -4.297)  0.00
H (5.513, -1.125, -4.266)  0.00
H (3.928, -1.667, -4.316)  0.00
H (4.882, -1.737, -2.719)  0.00
H (4.736, 2.705, -1.575)  0.00
H (3.322, 3.266, -0.656)  0.00
H (3.033, 2.783, -2.295)  0.00
O (1.121, 4.585, 0.572)  0.00
S (0.912, 3.546, 1.537)  0.01
O (0.267, 2.311, 1.175)  0.00
O (2.338, 3.116, 2.158)  0.00
C (3.238, 4.199, 2.481)  0.00
C (3.768, 3.957, 3.893)  0.00
C (0.129, 4.142, 3.086)  0.00
H (2.720, 5.158, 2.495)  0.00
H (4.051, 4.279, 1.760)  0.00
H (2.932, 3.923, 4.591)  0.00
H (4.477, 4.752, 4.132)  0.00
H (4.332, 3.041, 4.050)  0.00
H (0.237, 3.314, 3.780)  0.00
H (-0.909, 4.405, 2.915)  0.00
H (0.698, 5.027, 3.364)  0.00
O (-1.025, -2.383, -3.176)  0.00
S (0.246, -1.721, -2.954)  -0.01
O (0.403, -0.818, -1.825)  0.00
O (1.390, -2.897, -2.830)  0.00
C (1.071, -4.166, -3.399)  0.00
C (2.376, -4.711, -3.985)  0.00
C (0.799, -0.904, -4.413)  0.00
H (0.247, -4.211, -4.106)  0.00
H (0.830, -4.840, -2.569)  0.00
H (2.615, -4.133, -4.885)  0.00
H (2.356, -5.760, -4.265)  0.00
H (3.212, -4.471, -3.328)  0.00
H (-0.012, -0.209, -4.656)  0.00
H (0.985, -1.571, -5.249)  0.00
H (1.665, -0.276, -4.209)  0.00
O (0.793, 0.699, 4.442)  0.00
S (1.475, -0.125, 3.461)  0.00
O (0.935, -0.230, 2.118)  -0.03
O (3.016, 0.299, 3.426)  0.00
C (3.919, -0.502, 2.639)  0.00
C (5.223, 0.215, 2.387)  0.00
C (1.621, -1.791, 4.167)  0.00
H (3.417, -0.801, 1.717)  0.00
H (4.110, -1.440, 3.173)  0.00
H (5.014, 1.186, 1.927)  0.00
H (5.826, -0.305, 1.646)  0.00
H (5.790, 0.499, 3.273)  0.00
H (2.276, -1.860, 5.028)  0.00
H (1.869, -2.482, 3.365)  0.00
H (0.582, -1.958, 4.460)  0.00
O (-2.663, -0.916, -1.228)  0.02
S (-3.837, -0.497, -1.930)  0.00
O (-4.901, 0.141, -1.184)  0.00
O (-3.329, 0.509, -3.102)  0.00
C (-4.301, 1.350, -3.720)  0.00
C (-3.940, 2.819, -3.581)  0.00
C (-4.496, -1.863, -2.956)  0.00
H (-5.255, 1.308, -3.186)  0.00
H (-4.450, 1.137, -4.777)  0.00
H (-4.725, 3.466, -3.967)  0.00
H (-2.995, 3.016, -4.093)  0.00
H (-3.727, 3.122, -2.554)  0.00
H (-5.497, -1.594, -3.276)  0.00
H (-4.415, -2.677, -2.235)  0.00
H (-3.842, -2.112, -3.786)  0.00

Values from the calculation:
Largest force on an atom ... 4.888 eV Å⁻¹
Energy relative to the best compared isomer or geometry (same formula, charge and spin) ... 174.5 kJ/mol
Lowest unoccupied orbital energy (spin up / spin down) ... -3.3912 / -2.7203 eV
Multiplicity ... 2
E_HOMO (spin up / spin down) ... -13.0 / -13.0 eV
Total charge ... +1


Entry from the OMol25 dataset: a 4-piece molecular cluster, C6H10Br4Cl6 overall (ωB97M-V/def2-TZVPD).

Each line ends with the natural charge from an NBO analysis.
Cartesian coordinates (Å):
Br (-29.196, -11.001, -13.674)  -0.01
C (-29.854, -12.399, -12.483)  -0.45
C (-28.789, -13.451, -12.181)  -0.44
Br (-29.414, -14.416, -10.600)  0.00
H (-30.752, -12.860, -12.885)  0.22
H (-30.134, -11.887, -11.569)  0.23
H (-27.841, -12.948, -12.010)  0.23
H (-28.661, -14.140, -13.010)  0.22
Br (-25.307, -16.752, -17.892)  -0.01
C (-26.123, -15.719, -16.428)  -0.45
C (-26.744, -14.437, -16.934)  -0.42
Br (-25.342, -13.039, -17.080)  -0.05
H (-25.379, -15.565, -15.652)  0.24
H (-26.885, -16.349, -15.967)  0.23
H (-27.479, -14.050, -16.236)  0.23
H (-27.166, -14.582, -17.922)  0.24
C (-23.638, -12.998, -13.889)  -0.28
Cl (-25.183, -13.159, -13.094)  0.01
Cl (-22.968, -14.545, -14.381)  0.04
Cl (-22.529, -12.038, -12.817)  -0.01
H (-23.786, -12.351, -14.742)  0.24
C (-23.445, -9.876, -17.395)  -0.28
Cl (-23.069, -8.353, -18.182)  0.03
Cl (-23.574, -9.675, -15.628)  0.01
Cl (-22.220, -11.114, -17.772)  0.01
H (-24.367, -10.262, -17.809)  0.23

Values from the calculation:
Largest force on an atom ... 1.193 eV Å⁻¹
Energy relative to the best compared isomer or geometry (same formula, charge and spin) ... 14.1 kJ/mol
Lowest unoccupied orbital energy ... 0.2784 eV
E_HOMO ... -10.4 eV
Total charge ... 0
SMILES ... ClC(Cl)Cl.ClC(Cl)Cl.BrCCBr.BrCCBr


Entry from the OMol25 dataset: a 3-piece molecular cluster, C2HN3O2S overall (ωB97M-V/def2-TZVPD).

Each line ends with the natural charge from an NBO analysis.
Cartesian coordinates (Å):
C (-2.160, -1.526, -0.110)  1.03
C (2.303, -2.102, -1.104)  -0.18
N (0.099, 3.486, 1.146)  -0.09
N (0.147, 2.497, 0.618)  0.26
N (-0.027, 1.458, 0.066)  -0.57
O (-1.062, -1.947, -0.076)  -0.53
O (-3.217, -1.104, -0.147)  -0.50
S (3.249, -1.665, -0.019)  0.18
H (0.668, 0.904, -0.373)  0.39

Values from the calculation:
Largest force on an atom ... 3.532 eV Å⁻¹
Energy relative to the best compared isomer or geometry (same formula, charge and spin) ... 251.8 kJ/mol
Lowest unoccupied orbital energy ... -0.2422 eV
E_HOMO ... -10.3 eV
Total charge ... 0